Record 1
Formula: C4H12NO2
Source: OMol25
Level of theory: ωB97M-V with the def2-TZVPD basis set

Summary:
HOMO-LUMO gap (alpha / beta) in eV: 4.708 / 7.333
2S+1: 3
Energy above the lowest of the compared OMol25 structures with the same formula, charge and spin in kcal/mol: 45.26
Expectation value of S²: 2.01
LUMO level (alpha / beta) in eV: -3.80 / -6.46
Total charge: +1
Total energy in Eh: -364.36071

Each line ends with the Löwdin spin population.
Cartesian coordinates (Å):
C1 -2.25 -1.58 0.50  0.18
C2 2.79 0.21 0.77  0.00
C3 -2.23 2.07 -0.73  0.01
C4 -1.51 -0.34 -0.02  0.61
N1 2.90 -0.67 -0.42  0.00
O1 -0.29 -0.43 -0.24  0.90
O2 -2.48 0.70 -0.20  0.23
H1 -3.38 -1.26 0.41  0.03
H2 -2.12 -1.84 1.54  0.02
H3 -1.97 -2.51 0.04  0.01
H4 2.99 1.28 0.57  0.00
H5 1.81 0.08 1.13  0.00
H6 3.55 -0.20 1.48  0.00
H7 -2.35 2.10 -1.87  0.00
H8 -1.28 2.49 -0.39  0.00
H9 -3.05 2.69 -0.40  0.00
H10 3.24 -0.10 -1.14  0.00
H11 3.62 -1.42 -0.31  0.00
H12 2.02 -1.26 -0.72  0.00

---

Record 2
Formula: C4H12NO2
Source: OMol25
Level of theory: ωB97M-V with the def2-TZVPD basis set

Summary:
HOMO-LUMO gap (alpha / beta) in eV: 9.433 / 5.311
2S+1: 2
Energy above the lowest of the compared OMol25 structures with the same formula, charge and spin in kcal/mol: 7.45
Expectation value of S²: 0.76
LUMO level (alpha / beta) in eV: -9.68 / -13.80
Total charge: +2
Total energy in Eh: -364.07966

Each line ends with the Löwdin spin population.
Cartesian coordinates (Å):
C1 -0.54 -1.18 -0.57  0.00
C2 -0.10 -0.11 -1.64  0.02
C3 -0.84 1.21 -1.63  0.13
C4 -0.23 2.29 -0.69  0.16
O1 0.50 2.16 0.23  0.57
N1 0.48 -1.10 0.66  0.00
H1 -1.44 -0.77 -0.11  0.00
H2 -0.68 -2.22 -0.81  0.00
H3 0.99 -0.07 -1.67  0.00
H4 -0.31 -0.62 -2.62  0.01
H5 -0.97 1.67 -2.60  0.00
H6 -1.87 1.09 -1.22  0.00
H7 -0.55 3.32 -1.03  0.09
H8 0.69 -0.11 0.77  0.00
H9 1.41 -1.53 0.67  0.00
H10 0.06 -1.34 1.57  0.00
H11 1.20 -1.69 3.58  0.00
H12 1.36 -0.19 3.83  0.00
O2 0.86 -0.83 3.29  0.00

---

Record 3
Formula: C4H12NO2P
Source: OMol25
Level of theory: ωB97M-V with the def2-TZVPD basis set

Summary:
HOMO-LUMO gap (alpha / beta) in eV: 8.037 / 7.274
Energy above the lowest of the compared OMol25 structures with the same formula, charge and spin in kcal/mol: 111.69
LUMO level (alpha / beta) in eV: 0.75 / 0.84
Total energy in Eh: -706.06162

Each line ends with the Mulliken charge.
Cartesian coordinates (Å):
C1 2.05 0.82 1.41  -1.49
C2 0.34 -0.72 1.90  -1.03
C3 0.39 -1.03 -1.26  -0.52
C4 1.42 -0.38 0.80  0.33
N1 -3.00 0.69 -2.65  -0.53
O1 -2.05 1.38 -0.54  -0.43
O2 0.93 -0.11 -0.45  -0.33
P1 -2.82 0.01 -1.07  0.20
H1 2.81 1.18 0.71  0.36
H2 1.33 1.46 1.60  0.43
H3 2.69 0.63 2.32  0.38
H4 0.86 -0.72 2.85  0.42
H5 -0.19 -1.69 1.62  0.30
H6 -0.50 0.02 1.76  0.14
H7 0.56 -2.16 -1.29  0.26
H8 0.34 -0.61 -2.30  0.27
H9 2.05 -1.24 0.67  0.43
H10 -3.42 0.08 -3.45  0.25
H11 -2.19 1.13 -2.91  0.25
H12 -1.64 1.27 0.30  0.30

---

Record 4
Formula: C4H12NO2P
Source: OMol25
Level of theory: ωB97M-V with the def2-TZVPD basis set

Summary:
HOMO-LUMO gap in eV: 7.348
Energy above the lowest of the compared OMol25 structures with the same formula, charge and spin in kcal/mol: 80.46
LUMO level in eV: 0.69
Total energy in Eh: -706.11139

Each line ends with the Mulliken charge.
Cartesian coordinates (Å):
C1 2.27 -0.46 1.35  -1.31
C2 1.03 0.19 1.94  -0.09
C3 -0.24 -0.55 1.31  -1.10
P1 -0.93 0.15 -0.40  0.73
O1 -1.47 1.61 0.04  -0.52
O2 -2.31 -0.71 -0.30  -0.53
C4 -1.09 0.53 -2.38  -0.48
N1 -0.62 -0.23 -3.39  -0.36
H1 3.14 -0.19 1.89  0.37
H2 2.09 -1.54 1.30  0.35
H3 2.44 -0.16 0.31  0.31
H4 1.05 1.23 1.85  0.36
H5 1.02 -0.20 3.02  0.26
H6 -1.05 -0.35 2.08  0.36
H7 0.12 -1.49 1.00  0.38
H8 -1.25 1.67 0.97  0.33
H9 -2.87 -0.13 -0.92  0.38
H10 -0.76 1.68 -2.45  0.15
H11 0.12 0.15 -3.91  0.21
H12 -0.73 -1.20 -3.31  0.21

---

Record 5
Formula: C4H12NO2P
Source: OMol25
Level of theory: ωB97M-V with the def2-TZVPD basis set

Summary:
HOMO-LUMO gap in eV: 9.103
Energy above the lowest of the compared OMol25 structures with the same formula, charge and spin in kcal/mol: 33.25
LUMO level in eV: 0.80
Total energy in Eh: -706.18663

Each line ends with the Mulliken charge.
Cartesian coordinates (Å):
C1 2.18 0.50 1.52  -1.21
C2 2.17 -0.04 0.11  0.84
C3 3.55 -0.11 -0.64  -1.19
N1 1.09 -0.45 -0.38  -0.48
H1 2.12 1.61 1.46  0.27
H2 3.13 0.17 2.00  0.30
H3 1.33 0.31 2.20  0.33
H4 4.29 -0.35 0.01  0.39
H5 3.41 -0.81 -1.51  0.31
H6 3.77 0.90 -0.97  0.29
H7 1.07 -0.77 -1.30  0.12
C4 -3.57 0.70 -0.99  -0.86
P1 -2.95 0.11 0.57  0.18
O1 -4.12 -1.12 0.54  -0.47
O2 -1.63 -0.59 -0.09  -0.43
H8 -4.53 0.38 -1.04  0.31
H9 -3.50 1.69 -1.16  0.39
H10 -2.92 0.09 -1.78  0.20
H11 -4.19 -1.77 1.18  0.27
H12 -0.70 -0.45 0.26  0.44

---

Record 6
Formula: C4H12NO2S
Source: OMol25
Level of theory: ωB97M-V with the def2-TZVPD basis set

Summary:
HOMO-LUMO gap in eV: 6.554
Energy above the lowest of the compared OMol25 structures with the same formula, charge and spin in kcal/mol: 17.40
LUMO level in eV: 3.53
Total charge: -1
Total energy in Eh: -763.03752

Each line ends with the Mulliken charge.
Cartesian coordinates (Å):
C1 -2.72 1.06 1.46  -0.90
N1 -1.50 1.64 0.83  -0.45
C2 -0.36 0.69 0.80  0.32
C3 0.36 0.93 -0.52  -1.01
S1 1.17 -0.61 -1.28  -0.69
C4 0.74 0.86 1.88  -0.48
O1 1.49 -0.35 1.91  -0.51
H1 -2.46 0.53 2.38  0.30
H2 -3.36 1.91 1.71  0.34
H3 -3.18 0.47 0.67  0.28
H4 -1.29 2.50 1.31  0.24
H5 -0.70 -0.34 0.83  0.27
H6 1.05 1.77 -0.57  0.26
H7 -0.41 1.08 -1.27  0.28
H8 1.87 -0.56 1.04  0.24
H9 1.44 1.66 1.62  0.25
H10 0.35 0.84 2.91  0.29
H11 0.13 -2.14 -3.39  0.31
H12 -0.11 -3.18 -2.48  0.32
O2 -0.16 -3.06 -3.43  -0.66

---

> Number 5 is which compound?

C4H12NO2P